Record 1
123
Properties=species:S:1:pos:R:3:lowdin_charge:R:1 method="wB97M-V/def2-TZVPD" charge=0 e_tot_ev=-187047.9457 spin_multiplicity=1
Mg 0.42 -1.85 1.86 0.526
C 2.72 -4.28 3.93 -0.677
F 3.83 -4.09 3.23 0.154
F 2.87 -5.30 4.75 0.182
F 2.45 -3.17 4.61 0.149
S 1.32 -4.66 2.79 0.664
O 1.50 -6.00 2.40 -0.225
O 0.12 -4.39 3.56 -0.272
N 1.36 -3.49 1.57 -0.305
S 1.93 -4.24 0.21 0.616
O 2.07 -3.27 -0.83 -0.267
O 3.04 -5.07 0.47 -0.238
C 0.46 -5.26 -0.36 -0.655
F -0.44 -5.50 0.59 0.134
F -0.14 -4.59 -1.33 0.153
F 0.91 -6.41 -0.84 0.173
C -2.03 1.22 1.52 -0.660
F -2.74 0.82 0.46 0.131
F -2.33 2.48 1.78 0.151
F -2.32 0.41 2.53 0.162
S -0.19 1.18 1.21 0.659
O 0.22 2.23 0.37 -0.225
O 0.31 1.21 2.57 -0.278
N 0.07 -0.36 0.63 -0.309
S -0.03 -0.38 -0.98 0.605
O -0.23 -1.72 -1.44 -0.241
O -0.95 0.58 -1.50 -0.252
C 1.66 0.11 -1.60 -0.642
F 1.61 1.33 -2.10 0.163
F 2.54 0.14 -0.57 0.123
F 2.07 -0.72 -2.53 0.131
C 0.41 4.48 5.45 -0.042
C -0.80 3.70 4.97 -0.334
O -0.97 4.17 3.66 0.110
C 0.25 4.64 3.21 -0.541
O 0.44 5.00 2.11 0.208
O 1.14 4.64 4.23 0.060
F -1.90 3.96 5.72 0.071
H 0.97 4.01 6.25 0.138
H 0.12 5.48 5.79 0.148
H -0.64 2.62 4.97 0.159
C -5.94 1.23 0.71 -0.044
C -6.93 0.08 0.47 -0.288
O -6.62 -0.86 1.48 0.138
C -5.66 -0.38 2.30 -0.549
O -5.24 -0.94 3.27 0.169
O -5.27 0.86 1.91 0.032
F -6.74 -0.53 -0.73 0.079
H -6.47 2.17 0.91 0.133
H -5.25 1.40 -0.11 0.134
H -7.97 0.38 0.57 0.168
C 5.51 -0.93 -3.41 -0.025
C 4.60 -0.71 -4.62 -0.307
O 4.37 -2.01 -5.09 0.105
C 5.29 -2.88 -4.56 -0.550
O 5.41 -4.00 -4.89 0.200
O 6.03 -2.25 -3.63 0.083
F 5.19 0.05 -5.58 0.073
H 4.90 -0.96 -2.50 0.130
H 6.33 -0.22 -3.34 0.142
H 3.63 -0.29 -4.36 0.147
C -0.36 0.58 -7.58 -0.054
C 1.11 0.32 -7.26 -0.301
O 1.07 -0.20 -5.97 0.102
C -0.17 0.05 -5.40 -0.520
O -0.43 -0.18 -4.28 0.197
O -0.98 0.62 -6.31 0.101
F 1.80 1.51 -7.22 0.060
H -0.77 -0.24 -8.18 0.140
H -0.47 1.50 -8.14 0.141
H 1.60 -0.36 -7.95 0.168
C 1.37 -2.82 -4.41 -0.056
C 1.58 -4.34 -4.35 -0.262
O 0.28 -4.83 -4.16 0.128
C -0.64 -3.88 -4.47 -0.557
O -1.79 -4.05 -4.56 0.193
O -0.03 -2.68 -4.66 0.057
F 2.29 -4.67 -3.23 0.056
H 1.89 -2.40 -5.27 0.116
H 1.71 -2.37 -3.49 0.111
H 2.07 -4.79 -5.21 0.170
C 0.56 5.22 -2.07 -0.175
O -0.45 6.20 -2.10 -0.123
H 0.42 4.45 -2.84 0.079
H 1.52 5.69 -2.29 0.075
H 0.64 4.75 -1.09 0.064
H -1.29 5.73 -1.99 0.023
C 3.51 2.37 3.53 -0.111
O 3.26 1.16 4.26 -0.125
H 3.69 3.20 4.21 0.083
H 4.40 2.22 2.93 0.086
H 2.72 2.58 2.81 0.074
H 2.59 1.35 4.92 0.074
C -0.02 -0.84 4.87 -0.046
O -0.23 -1.71 3.73 -0.166
H -0.71 0.00 4.82 0.079
H -0.19 -1.41 5.78 0.106
H 1.00 -0.48 4.81 0.072
H -0.89 -2.35 3.99 0.102
C -2.69 -2.53 0.74 -0.027
O -1.45 -2.79 1.47 -0.175
H -2.92 -3.41 0.14 0.103
H -3.51 -2.40 1.46 0.087
H -2.55 -1.65 0.13 0.070
H -1.54 -3.67 1.85 0.084
C 3.53 -1.17 2.05 -0.076
O 2.17 -0.85 2.44 -0.186
H 3.52 -1.90 1.25 0.075
H 4.01 -0.28 1.65 0.089
H 4.12 -1.57 2.86 0.088
H 2.27 -0.14 3.10 0.045
C -4.80 3.81 2.97 -0.163
O -6.07 4.42 2.72 -0.111
H -4.83 2.88 3.53 0.080
H -4.37 3.66 1.98 0.055
H -4.06 4.46 3.45 0.079
H -6.49 4.60 3.57 0.077
C -2.47 3.89 -0.78 -0.131
O -2.93 4.81 -1.78 -0.114
H -3.31 3.35 -0.33 0.060
H -1.79 3.16 -1.21 0.075
H -1.94 4.45 -0.01 0.089
H -3.81 5.10 -1.55 0.087


Record 2
82
Properties=species:S:1:pos:R:3:lowdin_charge:R:1 method="wB97M-V/def2-TZVPD" charge=+1 de_lowest_kj_mol=0.0 spin_multiplicity=1
C -21.63 -18.23 27.51 0.024
C -21.86 -17.52 28.74 -0.364
O -22.95 -17.59 29.36 0.135
N -20.72 -16.74 29.32 0.025
H -19.96 -17.42 29.60 0.045
H -20.23 -16.19 28.63 0.145
C -21.00 -15.96 30.51 -0.007
H -20.44 -18.30 27.56 0.121
H -21.92 -17.88 26.44 0.153
H -22.07 -19.16 27.55 0.055
H -20.05 -15.23 30.79 0.157
H -21.24 -16.63 31.31 0.070
H -21.66 -15.13 30.31 0.097
C -16.91 -15.25 29.69 0.012
C -16.44 -16.26 28.64 -0.296
O -15.17 -16.55 28.67 0.088
N -17.54 -16.99 27.89 0.035
H -17.95 -17.61 28.83 0.094
H -18.38 -16.51 27.67 0.127
C -17.02 -17.85 26.80 0.043
H -17.86 -15.65 29.97 0.028
H -16.87 -14.31 29.15 0.096
H -16.12 -15.21 30.51 0.122
H -16.78 -17.14 26.02 0.122
H -17.80 -18.50 26.55 0.068
H -16.30 -18.44 27.04 0.032
O -18.67 -18.13 29.89 -0.273
H -18.79 -18.78 30.58 -0.012
F -19.15 -21.52 25.23 0.099
C -19.80 -21.64 26.38 -0.298
C -20.84 -22.54 26.51 -0.019
C -21.59 -22.67 27.72 -0.054
C -21.27 -21.91 28.92 -0.071
C -20.07 -21.16 28.77 -0.151
C -19.35 -21.12 27.62 -0.053
H -21.19 -22.88 25.56 0.111
H -22.64 -23.16 27.85 0.136
H -21.79 -21.87 29.93 0.107
H -19.58 -20.67 29.63 0.088
H -18.38 -20.45 27.57 0.134
F -24.74 -18.77 32.02 0.042
C -23.52 -18.59 32.63 -0.218
C -23.29 -17.53 33.54 -0.061
C -22.11 -17.29 34.04 -0.115
C -20.96 -18.10 33.74 -0.060
C -21.13 -19.19 32.73 -0.061
C -22.45 -19.48 32.20 -0.002
H -24.34 -17.05 33.69 0.168
H -21.87 -16.55 34.77 0.104
H -20.02 -17.96 34.13 0.030
H -20.13 -19.81 32.37 0.140
H -22.41 -20.08 31.31 0.072
C -14.51 -21.70 31.93 -0.174
C -14.83 -20.23 32.05 -0.262
C -15.41 -19.86 30.85 -0.308
S -14.68 -20.74 29.59 0.628
O -13.75 -19.81 29.01 -0.292
O -15.66 -21.20 28.67 -0.304
C -13.87 -21.95 30.50 -0.187
H -15.26 -22.46 32.13 0.109
H -13.74 -22.17 32.66 0.151
H -13.87 -19.70 32.30 0.159
H -15.33 -20.09 32.97 0.102
H -15.51 -18.84 30.71 0.093
H -16.40 -20.06 30.92 0.081
H -13.00 -21.53 30.56 0.033
H -13.95 -22.98 30.07 0.149
C -17.32 -15.30 34.78 -0.203
C -17.81 -16.02 33.53 -0.296
C -17.14 -17.26 33.53 -0.344
S -15.52 -17.10 34.03 0.584
O -14.72 -16.79 32.86 -0.306
O -15.19 -18.12 34.89 -0.247
C -15.77 -15.52 34.81 -0.222
H -17.77 -15.94 35.63 0.150
H -17.56 -14.18 34.56 0.149
H -17.46 -15.30 32.69 0.139
H -18.94 -16.21 33.49 0.123
H -17.01 -17.71 32.48 0.130
H -17.60 -18.14 33.95 0.113
H -15.43 -14.68 34.22 0.092
H -15.23 -15.45 35.85 0.152


Record 3
77
Properties=species:S:1:pos:R:3:lowdin_charge:R:1 method="wB97M-V/def2-TZVPD" charge=+1 de_lowest_kj_mol=0.0 spin_multiplicity=5
Rh 1.17 -1.51 -1.94 0.993
C -1.00 -0.62 0.65 -0.171
C -1.36 -0.38 -0.67 -0.181
C -0.01 -2.34 -0.58 -0.382
C -0.22 -1.78 0.74 -0.152
C -0.76 -1.42 -1.54 -0.390
C -1.39 0.27 1.80 -0.016
H -1.76 1.24 1.44 0.062
H -0.53 0.44 2.48 0.051
H -2.18 -0.16 2.44 0.109
C 0.37 -2.41 1.93 -0.007
H 0.51 -1.69 2.75 0.075
H 1.37 -2.79 1.67 0.098
H -0.19 -3.29 2.32 0.114
C 0.33 -3.73 -0.92 -0.039
H -0.54 -4.39 -0.97 0.115
H 1.06 -4.15 -0.23 0.094
H 0.80 -3.64 -1.92 0.068
C -1.47 -1.86 -2.79 -0.040
H -2.22 -2.64 -2.61 0.108
H -0.77 -2.19 -3.57 0.078
H -1.97 -0.98 -3.20 0.082
C -2.33 0.63 -1.14 -0.032
H -3.34 0.21 -1.19 0.112
H -2.09 1.07 -2.11 0.071
H -2.39 1.45 -0.43 0.058
C 1.92 2.80 0.42 0.086
C 0.57 2.90 0.51 0.062
C -0.32 3.79 -0.30 -0.110
C 0.21 4.15 -1.73 -0.165
C 0.05 2.92 -2.52 -0.104
C 0.61 1.71 -2.32 -0.124
C 1.84 1.23 -1.58 -0.246
C 2.62 2.37 -0.84 -0.160
H -0.54 4.70 0.28 0.150
H 1.24 4.52 -1.71 0.087
H -1.30 3.29 -0.42 0.118
H 2.75 3.24 -1.50 0.073
H 2.55 2.73 1.31 0.145
H 0.11 2.61 1.48 0.145
H 3.65 2.06 -0.59 0.115
H 1.54 0.43 -0.84 0.088
H 0.13 0.82 -2.77 0.088
H 2.52 0.65 -2.26 0.059
H -0.42 4.91 -2.23 0.131
H -0.77 2.96 -3.26 0.126
P 3.89 2.40 -3.70 0.876
P 3.92 0.13 -5.79 0.803
C 4.89 2.68 -5.26 -0.464
C 5.36 1.38 -5.87 -0.444
H 5.73 3.32 -4.96 0.074
H 4.26 3.27 -5.96 0.072
H 5.62 1.53 -6.93 0.075
H 6.24 0.94 -5.36 0.082
C 4.99 -1.04 -6.75 -0.339
H 4.40 -1.89 -7.08 0.030
H 5.80 -1.38 -6.09 0.037
H 5.43 -0.53 -7.62 0.041
C 3.12 0.97 -7.23 -0.315
H 3.87 1.24 -7.99 0.046
H 2.61 1.89 -6.90 0.029
H 2.39 0.29 -7.68 0.034
C 5.38 2.72 -2.64 -0.273
H 5.14 2.84 -1.57 0.022
H 5.82 3.66 -3.00 0.037
H 6.11 1.92 -2.79 0.049
C 3.47 4.20 -3.84 -0.288
H 2.96 4.37 -4.80 0.044
H 4.42 4.76 -3.87 0.046
H 2.85 4.62 -3.04 0.010
F 3.08 0.50 5.31 0.132
C 3.05 1.09 4.09 -0.479
F 2.83 2.45 4.27 0.089
F 4.29 0.97 3.53 0.111
C 1.91 0.51 3.18 -0.586
O 0.85 0.36 3.82 0.001
O 2.19 0.28 1.98 0.003


Record 4
94
Properties=species:S:1:pos:R:3:lowdin_charge:R:1 method="wB97M-V/def2-TZVPD" charge=0 de_lowest_kj_mol=2540.4 spin_multiplicity=1
C -2.20 -1.40 -4.24 -0.065
C -2.04 0.05 -3.83 -0.221
O -1.63 -0.02 -2.41 0.059
C -2.04 -1.14 -1.93 -0.449
O -1.88 -1.57 -0.79 0.120
O -2.48 -2.02 -3.00 0.068
F -3.26 0.58 -3.94 0.079
H -1.21 -1.76 -4.52 0.116
H -2.99 -1.64 -4.95 0.154
H -1.43 0.73 -4.41 0.182
C -3.00 1.44 -1.19 -0.066
C -2.49 2.84 -1.18 -0.317
O -3.40 3.56 -0.34 0.162
C -4.45 2.88 -0.04 -0.504
O -5.44 3.22 0.63 0.125
O -4.30 1.60 -0.63 0.071
F -2.59 3.49 -2.28 0.147
H -2.43 0.72 -0.60 0.099
H -2.97 0.98 -2.18 0.113
H -1.45 2.99 -0.88 0.134
C 0.23 -0.41 -0.48 -0.005
C 1.30 -0.14 0.61 -0.349
O 1.30 1.26 0.61 0.109
C 0.16 1.73 0.12 -0.491
O -0.24 2.83 0.28 0.125
O -0.66 0.71 -0.27 0.018
F 2.43 -0.79 0.28 -0.163
H -0.31 -1.35 -0.40 0.082
H 0.61 -0.36 -1.50 0.078
H 0.88 -0.33 1.59 0.081
C -2.29 -2.35 3.23 -0.102
C -1.97 -0.98 3.73 -0.323
O -1.05 -0.52 2.76 0.100
C -0.50 -1.63 2.22 -0.342
O 0.36 -1.58 1.36 0.031
O -1.19 -2.78 2.57 0.124
F -1.43 -0.88 4.90 0.157
H -3.00 -2.35 2.41 0.139
H -2.57 -3.10 3.98 0.160
H -2.86 -0.35 3.77 0.172
C -2.83 2.42 2.89 -0.032
C -1.73 2.34 1.91 -0.306
O -1.71 1.03 1.53 0.048
C -3.04 0.56 1.62 -0.427
O -3.43 -0.57 1.27 0.152
O -3.69 1.51 2.29 0.101
F -0.63 2.65 2.69 -0.061
H -3.14 3.47 2.88 0.162
H -2.56 2.18 3.91 0.154
H -1.67 3.10 1.13 0.152
C 1.21 2.51 4.39 -0.097
C 0.94 1.72 3.13 -0.160
C 2.05 0.59 3.22 -0.169
O 2.06 0.37 4.58 -0.123
C 1.94 1.52 5.33 -0.194
H 0.27 2.71 4.90 0.099
H 1.64 3.51 4.41 0.115
H 0.97 2.25 2.17 0.118
H 0.01 1.18 3.02 0.110
H 2.98 0.95 2.78 0.098
H 1.93 -0.41 2.80 0.119
H 2.87 1.83 5.81 0.116
H 1.24 1.20 6.10 0.114
C 2.16 -0.98 -5.23 -0.110
C 2.20 -0.83 -3.73 -0.109
C 0.74 -1.20 -3.34 -0.149
O -0.04 -0.63 -4.40 -0.283
C 0.79 -0.23 -5.49 -0.125
H 2.19 -2.02 -5.56 0.120
H 3.05 -0.53 -5.67 0.114
H 2.27 0.22 -3.47 0.135
H 2.87 -1.43 -3.10 0.117
H 0.79 -0.72 -2.36 0.056
H 0.58 -2.27 -3.21 0.104
H 0.89 0.85 -5.41 0.126
H 0.27 -0.52 -6.40 0.128
C 3.86 0.61 0.75 -0.202
O 5.09 -0.01 0.66 -0.066
H 3.32 0.88 -0.16 0.108
H 3.20 -0.05 1.31 0.056
H 4.07 1.58 1.21 0.104
H 5.43 -0.23 1.53 0.103
C 3.61 -1.95 -0.65 -0.155
O 3.15 -3.14 -1.32 -0.102
H 3.24 -1.04 -1.12 0.089
H 3.64 -1.81 0.43 0.100
H 4.68 -2.05 -0.86 0.090
H 2.29 -3.00 -1.71 -0.331
C 0.71 -3.49 -0.76 0.033
O 1.35 -2.79 -1.84 -0.038
H -0.06 -4.12 -1.21 0.121
H 1.36 -4.09 -0.13 0.125
H 0.34 -2.78 -0.02 0.061
H 0.80 -2.99 -2.60 0.078


Record 5
78
Properties=species:S:1:pos:R:3:lowdin_charge:R:1 method="wB97M-V/def2-TZVPD" charge=0 smiles="CCB(O)[SiH2]CCCSC(=S)N(c1ccccc1)c1ccccc1.CCOCC.CCOCC" de_lowest_kj_mol=913.1 spin_multiplicity=1
C 1.11 -6.14 0.15 -0.131
C -0.18 -5.30 -0.35 -0.205
B -0.55 -5.49 -1.92 -0.509
O -1.88 -6.01 -2.23 -0.014
Si 0.58 -5.04 -3.45 0.719
C 2.47 -5.10 -3.10 -0.339
C 3.16 -3.62 -3.19 -0.304
C 3.38 -3.03 -1.72 -0.525
S 4.50 -1.54 -1.66 0.832
C 3.94 -0.49 -0.22 -0.963
S 3.11 -1.28 1.00 0.664
N 4.25 0.95 -0.30 -0.164
C 3.07 1.81 -0.16 -0.208
C 2.17 1.98 1.08 -0.028
C 0.95 2.94 1.16 -0.058
C 0.62 3.83 -0.09 -0.067
C 1.48 3.68 -1.37 -0.064
C 2.69 2.69 -1.41 0.008
C 5.38 1.36 0.56 -0.168
C 6.05 2.73 0.19 -0.002
C 7.22 3.37 0.98 -0.075
C 7.77 2.62 2.22 -0.085
C 7.15 1.24 2.57 -0.066
C 5.96 0.60 1.77 -0.008
H 1.34 -6.99 -0.58 0.078
H 1.02 -6.49 1.24 0.080
H 2.01 -5.40 0.11 0.065
H -1.08 -5.70 0.27 0.101
H -0.10 -4.19 -0.09 0.093
H -2.11 -6.75 -1.62 0.092
H 0.22 -6.00 -4.52 -0.039
H 0.26 -3.69 -3.91 -0.037
H 2.92 -5.81 -3.89 0.080
H 2.72 -5.57 -2.09 0.052
H 4.14 -3.76 -3.79 0.109
H 2.43 -3.00 -3.84 0.085
H 2.36 -2.66 -1.33 0.061
H 3.74 -3.90 -1.05 0.086
H 2.39 1.37 2.04 0.079
H 0.31 3.01 2.11 0.094
H -0.25 4.56 -0.03 0.087
H 1.32 4.30 -2.33 0.091
H 3.32 2.61 -2.36 0.095
H 5.66 3.32 -0.71 0.096
H 7.65 4.36 0.65 0.086
H 8.61 3.12 2.81 0.085
H 7.58 0.72 3.50 0.088
H 5.54 -0.41 2.07 0.059
C -3.51 1.12 0.21 -0.082
C -3.15 0.98 -1.26 -0.276
O -1.76 1.14 -1.52 -0.165
C -0.88 0.21 -0.89 -0.279
C -1.13 -1.23 -1.31 -0.072
H -3.12 2.07 0.61 0.083
H -4.59 1.10 0.34 0.070
H -3.08 0.32 0.81 0.067
H -3.66 1.75 -1.83 0.119
H -3.50 0.02 -1.66 0.107
H -0.93 0.33 0.19 0.104
H 0.13 0.50 -1.19 0.110
H -2.10 -1.59 -0.96 0.071
H -0.36 -1.88 -0.89 0.055
H -1.12 -1.32 -2.40 0.084
C -6.97 5.30 2.00 -0.082
C -7.42 3.95 1.46 -0.280
O -6.43 2.94 1.58 -0.174
C -6.01 2.61 2.90 -0.280
C -7.14 2.09 3.77 -0.080
H -6.02 5.60 1.56 0.082
H -7.72 6.07 1.78 0.077
H -6.84 5.27 3.08 0.066
H -7.62 4.05 0.39 0.119
H -8.35 3.63 1.92 0.107
H -5.52 3.48 3.37 0.108
H -5.25 1.84 2.80 0.109
H -7.89 2.86 3.97 0.066
H -6.74 1.74 4.73 0.077
H -7.65 1.25 3.28 0.083